(A)
Here is 2 unconnected molecules or ions with the total composition C3H6O3 from OMol25. Energies are from ωB97M-V with the def2-TZVPD basis set.

Calculated values
SMILES: CC=O.O=CO

The geometry in ORCA input format:
```
! RIJCOSX wB97M-V def2-TZVPD def2/J DEFGRID3
* xyz 0 1
O 0.38317 1.98341 -0.25560
C 0.61095 1.02252 0.60010
C -0.60174 0.62815 1.49880
H 1.45144 0.32181 0.50756
H -0.63334 1.30309 2.36996
H -0.59784 -0.37456 1.77055
H -1.51832 0.79730 0.90264
O 1.12645 -2.02419 -0.81125
C 0.33462 -1.54537 -1.54693
O -0.42740 -0.35953 -1.55953
H 0.07637 -2.18472 -2.43816
H -0.20436 0.43211 -1.03813
*
```

***

(B)
Here is 2 unconnected molecules or ions with the total composition C3H6O3 from OMol25. Energies are from ωB97M-V with the def2-TZVPD basis set.

Calculated values
SMILES: C=CO.O=CO

The geometry in ORCA input format:
```
! RIJCOSX wB97M-V def2-TZVPD def2/J DEFGRID3
* xyz 0 1
C -1.39544 0.21994 -0.92130
C -1.52566 -0.47261 0.19775
O -0.84640 -1.65315 0.40162
H -1.63334 1.27757 -0.89585
H -0.75422 -0.04905 -1.75200
H -2.14591 -0.08485 0.98625
H -1.47031 -2.37937 0.52075
O 2.13849 0.79861 1.66603
C 2.25060 0.90490 0.47812
O 1.60153 0.20882 -0.43963
H 2.94749 1.57429 -0.01548
H 0.83316 -0.34509 -0.22626
*
```

***

Verdict on stability: (B) comes out on top.

***

(A)
Here is a single C3H6O3 molecule from OMol25. Energies are from ωB97M-V with the def2-TZVPD basis set.

Calculated values
SMILES: O[C@H]1[C@@H](O)[C@H]1O

The geometry in ORCA input format:
```
! RIJCOSX wB97M-V def2-TZVPD def2/J DEFGRID3
* xyz 0 1
O -1.50659 -0.40423 -0.90466
C -0.17464 -0.03663 -1.02000
C 0.35805 0.93973 -0.00875
O -0.54219 1.18161 1.03052
C 0.85481 -0.48899 -0.00138
O 0.49840 -1.17131 1.17041
H -1.88064 0.21116 -0.24962
H 0.18036 0.02621 -2.04736
H 0.97665 1.79238 -0.27471
H -0.34411 0.47268 1.67542
H 1.85028 -0.73618 -0.35933
H -0.24275 -1.76452 0.99044
*
```

***

(B)
Here is a single C3H6O3 molecule from OMol25. Energies are from ωB97M-V with the def2-TZVPD basis set.

Calculated values
SMILES: O=COCCO

The geometry in ORCA input format:
```
! RIJCOSX wB97M-V def2-TZVPD def2/J DEFGRID3
* xyz 0 1
O 1.13251 0.19641 1.41157
C 0.76834 0.92011 0.27134
C -0.70233 0.79115 -0.09699
O -1.20477 -0.46959 -0.61004
C -0.55908 -1.62407 -0.60654
O 0.56306 -1.86972 -0.22570
H 1.18213 -0.72775 1.11597
H 1.40916 0.69553 -0.59344
H 0.90596 1.98137 0.51226
H -0.95150 1.50855 -0.88430
H -1.31264 1.01102 0.78303
H -1.22075 -2.39108 -1.03407
*
```

***

(C)
Here is 2 unconnected molecules or ions with the total composition C3H6O3 from OMol25. Energies are from ωB97M-V with the def2-TZVPD basis set.

Calculated values
SMILES: O=C[C@H]1CO1.O

The geometry in ORCA input format:
```
! RIJCOSX wB97M-V def2-TZVPD def2/J DEFGRID3
* xyz 0 1
O 1.27725 0.55605 -0.29399
C 1.41194 0.30348 1.08887
C 0.15929 -0.00953 0.40322
O -1.93237 1.26471 -1.24218
C -0.14712 -1.38105 -0.10553
O -1.22950 -1.66640 -0.56601
H -1.03166 1.38370 -1.57152
H 1.42611 1.19153 1.71747
H 2.11622 -0.48194 1.35867
H -0.69973 0.64912 0.50396
H -2.03783 0.30170 -1.19634
H 0.68740 -2.11138 -0.09661
*
```

***

(D)
Here is a molecular structure, C3H6O3 from OMol25. Energies are from ωB97M-V with the def2-TZVPD basis set.

The geometry in ORCA input format:
```
! RIJCOSX wB97M-V def2-TZVPD def2/J DEFGRID3
* xyz 0 1
C -0.15723 0.16522 -0.86605
C -0.75594 0.69243 0.52026
C -0.06008 -0.64933 0.53703
H -0.68487 -1.07480 -2.24617
H 0.82788 0.54411 -1.10923
H -1.84454 0.47528 0.88266
H 1.10973 1.55025 1.00177
H -0.50537 -1.65679 0.91995
H 1.81125 -0.97760 0.13398
O -0.98902 -0.21419 -1.94772
O -0.14278 1.64061 1.17012
O 1.39097 -0.49519 1.00337
*
```

***

Verdict on stability: (B) comes out on top.

***

(A)
Here is 2 unconnected molecules or ions with the total composition C3H6O3 from OMol25. Energies are from ωB97M-V with the def2-TZVPD basis set.

Calculated values
SMILES: O=C=O.CCO

The geometry in ORCA input format:
```
! RIJCOSX wB97M-V def2-TZVPD def2/J DEFGRID3
* xyz 0 1
O 0.17518 -0.97646 -0.15723
C 0.29655 0.41023 -0.43896
C 1.49928 1.03240 0.25053
O -2.68130 -0.87690 -1.00472
C -2.43832 -1.45777 -0.02422
O -2.25895 -2.03706 0.97342
H 0.22449 -1.09334 0.80072
H -0.62426 0.94694 -0.16182
H 0.39343 0.47963 -1.52620
H 1.61389 2.08384 -0.03351
H 2.41342 0.49477 -0.01952
H 1.38660 0.99371 1.34152
*
```

***

(B)
Here is a molecular structure, C3H6O3 from OMol25. Energies are from ωB97M-V with the def2-TZVPD basis set.

The geometry in ORCA input format:
```
! RIJCOSX wB97M-V def2-TZVPD def2/J DEFGRID3
* xyz 0 1
C -1.04326 -0.15312 -0.57733
C 0.06622 1.26937 0.58115
C 0.45644 -0.48751 -0.18500
O -1.28488 0.87192 0.39968
O 1.37179 -0.63732 -1.24703
O 0.63487 -1.52688 0.72265
H -1.25057 0.30091 -1.58684
H -1.67459 -1.04533 -0.50548
H 0.14431 1.33737 1.62441
H 0.50591 2.09636 0.03811
H 1.27322 0.13136 -1.75500
H 1.23400 -2.23630 0.49676
*
```

***

Verdict on stability: (A) comes out on top.